DFT (the ωB97M-V functional and the def2-TZVPD basis) results for the molecule C4H4N4 in a non-equilibrium geometry.

Properties
* E_LUMO: -0.72 eV
* charge: 0
* Kohn-Sham gap: 0.292 hartree
* relative energy (zero: lowest compared OMol25 entry of this formula, charge and spin): 127.5 kcal/mol
* HOMO energy: -8.7 eV

Last column: Mulliken charge in e.
Element x y z (Å)
C 1.7267 -0.1852 -0.4582  0.655
C 2.1059 -1.2649 -1.2215  -0.384
C -0.4193 -0.5523 -0.4732  0.702
C -1.0332 0.2593 0.4974  -1.177
N 1.8690 0.6718 0.3047  -0.550
N 1.4762 -2.0293 -2.1144  -0.184
N -0.4694 -1.2979 -1.4061  0.474
N 0.1129 -2.0963 -2.2012  -0.940
H 3.1560 -1.3134 -1.3916  0.362
H -0.2460 0.7010 1.0597  0.369
H -1.7580 -0.3496 0.9068  0.339
H -1.6405 1.0516 0.1770  0.334